Density functional theory data (ωB97M-V/def2-TZVPD) for a structure of composition C51H47As2FN3O3Pd.

Computed properties:
- net charge = +1
- E_LUMO (eV) = -3.18
- multiplicity = 1
- relative energy (zero: lowest compared OMol25 entry of this formula, charge and spin) (kcal/mol) = 0.0
- E_HOMO (eV) = -9.1

```
108
C51H47As2FN3O3Pd ωB97M-V/def2-TZVPD
Pd 0.533 -1.327 -0.334
As 0.342 -0.567 -2.627
As 2.864 0.324 -0.257
F 1.209 1.832 5.612
O 0.923 -1.233 1.803
O -0.616 -5.161 1.408
O -0.025 -3.424 0.152
N 0.167 0.436 7.868
N 0.809 -0.045 10.176
N -1.112 -3.098 4.816
C 6.865 0.100 1.007
C 1.223 -2.482 -4.589
C -0.856 0.096 0.036
C -0.679 -0.037 10.090
C -1.856 -3.784 5.841
C 3.418 -4.338 -1.184
C -0.516 -1.878 5.052
C 1.819 -2.932 -5.756
C 3.101 -1.595 -0.714
C -3.817 -0.876 -2.772
C 1.648 -0.209 -5.243
C -1.030 0.517 8.684
C -3.232 0.731 -4.461
C 4.830 0.624 -0.196
C 2.540 1.189 -2.024
C -0.330 -3.976 1.247
C 1.359 1.286 9.791
C -0.382 -3.109 2.515
C 6.960 1.447 -0.974
C -3.744 4.676 0.168
C 0.253 -1.835 2.672
C -1.033 -3.655 3.574
C 2.243 -0.660 -6.410
C -1.510 -0.301 -3.140
C 1.137 -1.117 -4.324
C 5.490 0.019 0.875
C -2.477 -1.031 -2.455
C 2.337 -2.020 -6.664
C -1.139 -4.351 7.033
C 3.503 -3.433 -2.232
C -3.622 3.948 -1.007
C -1.490 1.126 0.103
C 3.234 -3.875 0.108
C -2.391 3.059 1.318
C 0.130 -1.222 3.988
C 0.706 0.032 4.203
C 3.348 -2.076 -2.002
C 1.062 1.253 -2.416
C 7.605 0.813 0.074
C 0.103 -0.056 6.543
C -2.264 2.322 0.140
C -4.195 0.015 -3.764
C -1.696 -5.264 5.985
C 1.137 1.443 8.263
C 0.676 0.597 5.451
C -2.886 2.776 -1.026
C -1.890 0.569 -4.155
C -3.129 4.230 1.329
C 5.581 1.351 -1.111
C 3.091 -2.516 0.342
C -0.512 -1.285 6.315
H 2.644 0.054 -7.117
H -0.991 -5.765 5.337
H 1.155 0.551 3.366
H -1.081 0.590 10.883
H 7.362 -0.393 1.833
H -1.834 -0.058 8.235
H 3.456 -1.387 -2.833
H 1.111 -0.683 9.426
H 1.587 0.858 -5.061
H 3.173 -4.574 0.932
H 0.805 2.464 8.046
H 0.476 1.733 -1.631
H -5.242 0.152 -4.000
H 3.686 -3.779 -3.240
H -0.996 -1.793 7.136
H -2.786 2.196 -1.935
H 2.920 2.209 -1.911
H -1.900 2.701 2.213
H -2.575 -5.849 6.211
H 3.129 0.707 -2.811
H -4.320 5.592 0.178
H -3.224 4.798 2.245
H -3.530 1.415 -5.245
H 8.681 0.878 0.166
H 4.903 -0.528 1.607
H -4.101 4.295 -1.912
H 0.823 -3.188 -3.868
H -1.631 -4.304 7.995
H 2.822 -2.369 -7.566
H 7.528 2.017 -1.697
H 0.934 1.839 -3.331
H 2.988 -2.158 1.358
H -4.566 -1.449 -2.242
H 0.835 2.052 10.360
H -2.845 -3.369 6.007
H 2.068 1.276 7.726
H 5.104 1.848 -1.945
H 1.146 -0.367 11.082
H -1.036 -1.057 10.231
H 3.502 -5.400 -1.372
H -2.172 -1.712 -1.666
H -0.063 -4.242 7.078
H -1.512 -4.615 3.444
H -1.368 1.557 8.770
H 1.887 -3.994 -5.946
H -1.140 1.119 -4.713
H 2.415 1.335 10.045
```

Mulliken atomic charge list, values in e, 8 entries: 0.843, 0.695, 1.025, -0.369, 0.189, -0.796, -0.625, 0.221